## P
C6H10O2 | ωB97M-V/def2-TZVPD

Summary:
HOMO-LUMO gap = 10.24 eV
HOMO = -0.3451 Ha
SMILES = C[C@@H]1OC1=O.C=CC

The geometry in ORCA input format:
```
! RIJCOSX wB97M-V def2-TZVPD def2/J DEFGRID3
* xyz 0 1
C -0.4595 0.8640 -3.5793
C -0.5340 0.5031 -2.0733
O 0.6761 -0.1000 -1.4927
C -0.4289 -0.8500 -1.5474
O -0.7665 -1.9133 -1.2158
H -1.3870 0.7383 -4.1151
H 0.2240 0.2598 -4.2205
H -0.3512 1.8478 -3.7554
H -0.9265 1.2073 -1.5150
C -0.5567 0.6689 2.1180
C 0.5807 0.1756 2.6521
C 1.0106 -1.2102 3.0859
H -0.6308 1.6655 1.8531
H -1.4284 0.0615 1.8861
H 1.4705 0.7427 2.5395
H 1.7785 -1.3072 3.9213
H 1.5089 -1.5321 2.2716
H 0.2202 -1.8217 3.1870
*
```



## Q
C6H10O2 | ωB97M-V/def2-TZVPD

Summary:
HOMO-LUMO gap = 9.29 eV
HOMO = -0.3113 Ha

The geometry in ORCA input format:
```
! RIJCOSX wB97M-V def2-TZVPD def2/J DEFGRID3
* xyz 0 1
C 1.3792 1.2750 -0.1894
C 1.3946 -0.0379 -0.0019
C 0.1414 1.9523 -0.0206
C 0.2034 -0.6893 0.5566
C -0.9293 0.2357 -0.0255
C 0.0099 -2.1730 0.2482
O -1.4253 -0.0634 -1.2894
O -1.9502 0.3387 0.8804
H 2.2146 1.7282 -0.6482
H 2.2832 -0.6247 -0.0708
H -0.0410 2.6965 0.8658
H -0.1912 2.6510 -0.8441
H 0.2480 -0.6580 1.5817
H 0.9277 -2.5045 0.7731
H 0.1642 -2.2567 -0.7905
H -1.0043 -2.4106 0.5068
H -0.7055 0.0120 -1.8971
H -2.7195 0.5287 0.3648
*
```



## R
C6H10O2 | ωB97M-V/def2-TZVPD

Summary:
HOMO-LUMO gap = 9.51 eV
HOMO = -0.3134 Ha
SMILES = CO/C(C)=C/[C@@H]1CO1

The geometry in ORCA input format:
```
! RIJCOSX wB97M-V def2-TZVPD def2/J DEFGRID3
* xyz 0 1
C 0.6174 0.4810 -2.5986
O 0.4476 -0.6454 -1.8951
C 0.0152 -0.5901 -0.6065
C -0.0148 -1.9500 0.1524
C -0.2439 0.6338 -0.1024
C -0.7445 0.8513 1.2386
C 0.0112 1.0151 2.4807
O -0.7507 -0.1575 2.2205
H 0.7785 0.0653 -3.6546
H 1.4519 1.1137 -2.2459
H -0.2843 1.0549 -2.5805
H -1.0195 -2.2096 0.5303
H 0.4969 -1.7725 1.0911
H 0.4698 -2.8319 -0.3560
H -0.2686 1.5039 -0.7996
H -1.6802 1.2298 1.2463
H 1.0808 0.7990 2.5474
H -0.3629 1.4090 3.3320
*
```



Of them, the most stable is Q and the least stable is P.



## P
C4H4N2O2 | ωB97M-V/def2-TZVPD

Summary:
HOMO-LUMO gap = 9.26 eV
HOMO = -0.3169 Ha
SMILES = O=C/C=C1\NN=CO1

The geometry in ORCA input format:
```
! RIJCOSX wB97M-V def2-TZVPD def2/J DEFGRID3
* xyz 0 1
O -2.5085 -0.6338 2.1425
C -1.4632 -0.6626 1.4994
C -1.1675 0.2352 0.4115
C -0.0041 0.1313 -0.2655
N 1.1538 -0.6328 -0.1241
N 2.1633 -0.1390 -0.9372
C 1.5931 0.7579 -1.6063
O 0.2656 0.9778 -1.2865
H -0.6261 -1.3671 1.7509
H -1.8864 1.0083 0.2093
H 1.4199 -1.1875 0.7446
H 2.0665 1.4254 -2.3578
*
```



## Q
C4H4N2O2 | ωB97M-V/def2-TZVPD

Summary:
HOMO-LUMO gap = 11.65 eV
HOMO = -0.4286 Ha
SMILES = N#C[C@@H](O)[C@H](O)C#N

The geometry in ORCA input format:
```
! RIJCOSX wB97M-V def2-TZVPD def2/J DEFGRID3
* xyz 0 1
N 1.5550 -1.4564 -1.9551
C 0.7781 -0.8541 -1.3541
C -0.1956 -0.0334 -0.6312
O -1.5408 -0.4536 -0.8538
C 0.0637 -0.0210 0.9126
O -0.9386 0.7511 1.5121
C 1.3841 0.5991 1.1816
N 2.4597 0.9463 1.4528
H -0.0487 1.0360 -0.8812
H -1.8193 -0.0358 -1.6711
H 0.0773 -1.0753 1.2432
H -1.7748 0.5971 1.0441
*
```



Of them, the most stable is Q and the least stable is P.



## P
C4H4N2O2 | ωB97M-V/def2-TZVPD

Summary:
HOMO-LUMO gap (alpha / beta) = 8.53 / 8.53 eV
HOMO (alpha / beta) = -0.3292 / -0.3293 Ha
SMILES = C#C/C=N/O[N+](=C)[O-]

The geometry in ORCA input format:
```
! RIJCOSX wB97M-V def2-TZVPD def2/J DEFGRID3
* xyz 0 1
C 0.4802 2.7606 1.2103
C 0.2300 1.8350 0.4553
C 0.3011 0.5539 -0.0731
N 0.7076 -0.2463 0.8519
O 0.7500 -1.5121 0.6220
N 0.1100 -1.7419 -0.6324
C -1.0685 -1.2090 -0.5977
O 0.8090 -1.9816 -1.5948
H 0.6408 3.5712 1.8760
H 0.3269 0.5115 -1.0842
H -1.7580 -1.5462 -1.4203
H -1.5290 -0.9950 0.3869
*
```



## Q
C4H4N2O2 | ωB97M-V/def2-TZVPD

Summary:
HOMO-LUMO gap = 9.99 eV
HOMO = -0.3485 Ha
SMILES = C=[N+]([O-])O.C#CC#N

The geometry in ORCA input format:
```
! RIJCOSX wB97M-V def2-TZVPD def2/J DEFGRID3
* xyz 0 1
C 0.5959 -0.3173 -1.1400
N 0.2483 -1.3099 -0.3908
O -0.7970 -1.8797 -0.1929
O 1.5109 -1.6154 0.3436
H -0.0091 0.1809 -1.8432
H 1.6571 -0.0492 -1.0617
H 1.3069 -2.2847 1.0270
C -1.7381 1.4234 1.1524
C -2.4304 0.8615 0.3466
C -3.3295 0.1403 -0.3969
N -4.0828 -0.3303 -1.1121
H -1.3650 2.1303 1.9208
*
```



Of them, the most stable is Q and the least stable is P.



## P
C4H4N2O2 | ωB97M-V/def2-TZVPD

Summary:
HOMO-LUMO gap = 6.87 eV
HOMO = -0.3014 Ha

The geometry in ORCA input format:
```
! RIJCOSX wB97M-V def2-TZVPD def2/J DEFGRID3
* xyz 0 1
C -0.0166 -0.8663 0.6492
C 1.1322 0.3033 -0.9272
C -0.3840 1.5217 -1.0248
C -0.1436 0.1035 -0.3773
H -0.3501 -1.7176 2.5823
H -2.2567 -1.6933 1.1434
H -0.3385 2.4064 -0.1457
H -1.1930 1.9564 -1.9427
N -0.6983 -1.5373 1.5187
N 1.9666 -0.5749 -0.4105
O 1.3600 -1.2468 0.6944
O 0.9219 1.3450 -1.7598
*
```



## Q
C4H4N2O2 | ωB97M-V/def2-TZVPD

Summary:
HOMO-LUMO gap = 8.26 eV
HOMO = -0.3378 Ha

The geometry in ORCA input format:
```
! RIJCOSX wB97M-V def2-TZVPD def2/J DEFGRID3
* xyz 0 1
C -1.2134 -0.6309 -0.1719
C 0.7758 0.6368 -0.4563
C 1.8960 -0.2205 0.2422
C 0.1371 -0.5605 -0.6492
H -2.9718 -0.6338 0.3267
H -0.5550 2.5434 -0.0640
H 2.6328 -0.3930 -0.5138
H 2.1668 -0.2690 1.2499
N -2.3111 -1.3357 0.1865
N -0.1474 1.5622 0.2397
O -1.4873 0.7886 -0.2800
O 1.0775 -1.4876 -0.1098
*
```



Of them, the most stable is Q and the least stable is P.